# 1
Formula: CH10NO3
Source: the Open Molecules 2025 dataset
Level of theory: wB97M-V/def2-TZVPD

Structure (XYZ):
```
15
Properties=species:S:1:pos:R:3:forces:R:3:lowdin_charge:R:1
C 0.0679 -1.7747 0.9572 -1.5 3.0 1.5 0.121
N 0.0086 -0.6001 0.3819 2.1 -3.4 -0.6 0.115
H 1.0434 -2.0477 1.3330 0.5 -1.4 -1.4 0.122
H -0.8302 -2.1854 1.3795 -0.2 -0.2 0.8 0.099
H -0.7095 0.1056 0.6196 -0.8 -0.7 -1.3 0.087
H 0.7043 -0.8870 -0.5144 -0.2 2.8 1.3 0.121
H -3.3396 0.0269 1.1181 2.5 2.1 0.1 0.122
H -2.6404 1.4180 1.7290 0.1 -2.3 -1.7 0.113
O -2.4842 0.6228 1.0918 -2.4 0.3 1.6 -0.138
H 1.2096 -0.0232 -2.1975 0.0 -0.6 0.7 0.110
H 2.3111 -0.9982 -2.1429 3.5 -1.3 -1.3 0.045
O 1.5249 -0.8316 -1.7283 -3.5 1.8 0.5 0.028
H 0.3776 2.9103 -0.7778 1.8 -2.3 0.5 0.110
H 1.8590 2.2253 -0.6660 -1.1 0.3 0.1 0.057
O 0.8974 2.0390 -0.5832 -0.8 2.0 -0.7 -0.112
```
Forces are in eV/Å.

Values from the calculation:
Relative energy (zero: lowest compared OMol25 entry of this formula, charge and spin) = 2.2534 eV
Total charge = +1
Electronic energy = -8822.9094 eV
Kohn-Sham gap = 10.27 eV
LUMO = -4.981 eV

***

# 2
Formula: C16H8F3NO4PdS
Source: the Open Molecules 2025 dataset
Level of theory: wB97M-V/def2-TZVPD

Structure (XYZ):
```
34
Properties=species:S:1:pos:R:3:forces:R:3:lowdin_charge:R:1
Pd -0.7099 1.1673 -0.2086 0.0 0.2 0.1 0.746
O 3.4349 1.7503 0.4536 -0.1 0.0 0.0 -0.031
C 2.2048 1.7467 0.6117 0.0 0.0 0.0 -0.640
O 1.3815 1.1109 -0.1187 0.1 0.0 0.0 -0.165
C 1.6797 2.5203 1.8214 0.0 -0.1 0.0 -0.160
C 2.4945 2.5096 2.9508 0.0 0.1 0.0 -0.058
C 2.1486 3.1786 4.1150 0.0 0.0 0.0 -0.132
C 0.9615 3.8992 4.1447 0.0 0.0 0.0 -0.138
C 0.1427 3.9237 3.0289 0.0 0.0 0.0 -0.156
C 0.4687 3.2335 1.8522 0.0 0.0 -0.1 -0.608
S -0.6470 3.3689 0.4888 0.0 -0.1 0.2 0.574
H 3.4304 1.9706 2.8784 0.0 0.0 0.0 0.102
H 2.7976 3.1423 4.9835 0.0 0.0 0.0 0.077
H 0.6643 4.4340 5.0417 0.0 0.0 0.0 0.080
H -0.7935 4.4690 3.0516 0.0 0.0 0.0 0.079
O 0.4704 -0.1508 -3.0119 -0.3 -0.4 0.4 0.051
C -0.0523 -0.9653 -2.2673 0.0 0.3 -0.4 -0.439
N -0.6572 -0.7536 -1.0522 0.1 0.2 -0.1 0.027
C -1.1233 -1.9285 -0.5347 0.0 0.0 0.1 -0.457
O -1.6462 -2.1203 0.5464 0.0 0.0 0.0 0.048
C -0.8453 -3.0266 -1.5410 0.0 0.0 0.0 -0.088
C -1.1235 -4.3767 -1.5240 0.0 0.0 0.0 -0.024
C -0.7054 -5.1343 -2.6177 0.0 0.0 0.0 -0.110
C -0.0259 -4.5417 -3.6798 0.0 0.0 0.0 -0.109
C 0.2516 -3.1751 -3.6787 0.0 0.0 0.0 -0.022
C -0.1750 -2.4396 -2.5934 0.1 0.0 0.0 -0.089
H -1.6470 -4.8201 -0.6858 0.0 0.0 0.0 0.108
H -0.9061 -6.1997 -2.6456 0.0 0.0 0.0 0.085
H 0.2922 -5.1568 -4.5144 0.0 0.0 0.0 0.085
H 0.7835 -2.6980 -4.4926 0.0 0.0 0.0 0.109
F -3.2594 1.4912 1.0260 0.0 0.0 0.1 -0.017
C -2.7020 1.2415 -0.1981 0.2 0.0 -0.2 -0.684
F -3.2346 2.2221 -1.0126 0.0 0.1 0.0 -0.039
F -3.3534 0.1072 -0.6174 0.0 0.0 -0.1 -0.006
```
Forces are in eV/Å.

Values from the calculation:
Relative energy (zero: lowest compared OMol25 entry of this formula, charge and spin) = 0.0987 eV
Total charge = -2
Electronic energy = -48873.8264 eV
Kohn-Sham gap = 6.15 eV
LUMO = 4.734 eV

***

# 3
Formula: C27H23Br9N4O8
Source: the Open Molecules 2025 dataset
Level of theory: wB97M-V/def2-TZVPD

Structure (XYZ):
```
71
Properties=species:S:1:pos:R:3:forces:R:3:lowdin_charge:R:1
C 1.4797 -0.9049 0.7909 1.1 1.1 0.1 -1.457
Br 3.2080 -1.6030 0.1394 -1.0 0.1 -0.1 0.584
Br 0.9553 0.7314 -0.2329 0.3 -1.4 0.4 0.663
Br 1.6991 -0.3418 2.6558 -0.1 -0.3 -0.6 0.605
H 0.7811 -1.7394 0.7298 -0.2 0.5 0.0 -0.098
C 1.1861 -4.8976 1.3368 -0.1 -0.4 0.2 -1.426
Br 2.5531 -4.2351 2.5682 -0.9 -0.1 -0.1 0.555
Br -0.7386 -4.2660 1.6827 2.0 -0.8 -0.4 0.588
Br 1.4377 -6.8792 1.2424 -0.7 1.4 0.0 0.540
H 1.4552 -4.4753 0.3687 -0.3 -0.2 0.1 -0.067
C -1.0829 -2.7762 -3.5633 -0.9 1.2 0.4 -1.399
Br -0.1355 -1.8613 -5.0400 -0.4 -0.8 1.1 0.575
Br -2.9433 -1.9724 -3.4295 1.4 -0.5 0.1 0.509
Br -0.1669 -2.6500 -1.7649 -0.6 -0.2 -1.7 0.548
H -1.2850 -3.8214 -3.7974 0.5 0.3 0.1 -0.024
C -0.9964 -4.1195 5.0457 1.0 -0.5 0.9 -0.145
C -0.2828 -2.9536 4.7954 -0.9 0.6 -0.3 -0.129
C -0.9822 -1.7667 4.6521 0.2 0.0 0.1 -0.035
C -2.3816 -1.7852 4.7734 1.0 -0.2 0.4 -0.166
C -3.0395 -2.8790 5.2707 0.6 -1.2 0.1 0.018
C -2.2995 -4.1022 5.4642 -1.6 1.8 -0.6 -0.039
N -3.1266 -0.5240 4.5955 -3.8 -4.3 1.9 -0.387
O -4.3545 -0.5480 4.7789 0.8 -0.4 -0.4 0.043
O -2.5226 0.4234 4.3956 3.3 5.0 -1.5 0.143
H -0.4065 -5.0241 5.0391 -0.2 -0.3 0.2 0.108
H 0.7924 -3.0028 4.7064 0.0 0.1 -0.2 0.068
H -0.4251 -0.8536 4.5028 -0.3 0.1 -0.2 0.063
H -4.0824 -2.7076 5.4928 -0.1 -0.5 0.1 0.116
H -2.7921 -4.9504 5.9162 0.0 -0.2 -0.3 0.107
C 5.9570 0.7283 -0.4132 0.0 0.7 -0.3 -0.075
C 6.0319 1.4978 -1.6202 0.2 -0.6 2.3 -0.042
C 5.2237 2.6049 -1.6913 -0.9 0.9 -0.4 -0.019
C 4.2653 2.9153 -0.7166 0.8 -1.2 0.0 -0.135
C 4.1175 2.0728 0.3945 1.1 1.1 0.7 -0.051
C 5.0523 1.0503 0.5985 -0.5 0.1 -1.6 -0.143
N 3.3930 4.0862 -0.9417 -1.6 -0.8 -0.7 -0.310
O 3.3788 4.6052 -2.0666 0.4 -0.3 1.9 0.064
O 2.5743 4.3082 -0.0496 0.9 0.4 -0.8 0.060
H 6.6271 -0.0783 -0.1547 0.3 -0.1 -0.6 0.101
H 6.8133 1.3450 -2.3499 -0.1 -0.2 -0.1 0.106
H 5.2881 3.2941 -2.5202 0.1 -0.1 -0.2 0.117
H 3.5297 2.3322 1.2626 -0.6 0.1 -0.4 0.105
H 4.9695 0.4125 1.4662 0.1 0.2 0.2 0.081
C -0.2708 2.6718 -2.5608 -0.1 0.4 0.6 -0.128
C 0.1559 3.9944 -2.6448 0.1 -1.6 0.9 -0.073
C 0.8446 4.3363 -3.7512 1.2 0.7 -2.9 -0.029
C 0.9978 3.4422 -4.8340 -0.4 -0.7 0.4 -0.098
C 0.4770 2.1191 -4.7913 0.9 2.0 0.3 0.004
C -0.1068 1.7549 -3.5939 -0.9 0.0 -0.4 -0.091
N 1.6873 3.8820 -6.0868 0.1 0.1 -0.8 -0.335
O 1.3249 3.3141 -7.1192 0.3 0.4 1.0 0.056
O 2.5541 4.7551 -6.0624 -1.1 -0.9 0.5 0.071
H -0.6982 2.4608 -1.5917 -0.4 -0.7 -0.2 0.052
H 0.1081 4.6079 -1.7572 -0.2 0.3 -0.2 0.118
H 1.2622 5.3242 -3.8778 0.1 0.1 0.0 0.120
H 0.5583 1.4194 -5.6099 0.0 0.2 -0.1 0.103
H -0.5883 0.7889 -3.6314 0.1 -0.2 0.7 0.065
C -3.0350 -1.2754 1.2601 -2.2 0.9 -0.4 -0.063
C -4.4283 -1.1316 1.4005 1.4 -0.4 0.5 -0.058
C -5.1464 -0.1709 0.7112 -1.5 -0.5 0.1 -0.012
C -4.5438 0.6505 -0.1947 2.1 -0.8 -0.1 -0.119
C -3.1424 0.4753 -0.3812 -1.2 1.4 -0.9 -0.009
C -2.4063 -0.4349 0.3359 0.2 -1.2 1.1 -0.099
N -5.3082 1.6524 -0.9797 -2.0 -0.1 0.8 -0.348
O -4.7268 2.5655 -1.4820 1.6 0.6 -0.6 0.097
O -6.5409 1.5833 -1.0174 1.0 -0.9 0.4 0.063
H -2.5982 -2.0415 1.8834 0.6 0.1 -0.2 0.051
H -4.8760 -1.8021 2.1191 -0.5 0.2 -0.1 0.106
H -6.2202 -0.1443 0.8236 -0.1 0.2 0.1 0.123
H -2.7192 1.1063 -1.1487 0.4 0.0 0.0 0.100
H -1.3400 -0.5925 0.2687 0.0 0.5 -0.6 0.013
```
Forces are in eV/Å.

Values from the calculation:
Relative energy (zero: lowest compared OMol25 entry of this formula, charge and spin) = 1.6960 eV
Total charge = 0
Electronic energy = -681080.7597 eV
Kohn-Sham gap = 8.42 eV
LUMO = -1.373 eV

***

# 4
Formula: C9H16N3
Source: the Open Molecules 2025 dataset
Level of theory: wB97M-V/def2-TZVPD

Structure (XYZ):
```
28
Properties=species:S:1:pos:R:3:forces:R:3:lowdin_charge:R:1
C -0.4753 2.8820 -0.1763 1.8 3.9 0.8 0.029
C -0.6120 -1.5984 0.3521 0.4 0.9 0.8 -0.086
C -1.9388 -1.3089 1.1100 -0.2 -3.9 1.9 -0.162
C 0.9467 -0.1081 -0.8696 -0.1 0.8 1.4 -0.097
C 1.0310 0.9299 1.2893 1.0 -1.4 -0.9 0.093
C -0.5188 -0.4724 -0.6658 -0.5 1.8 1.2 -0.418
C -1.2725 0.6707 0.1183 1.8 -1.4 0.4 -0.193
C -1.2261 -0.6908 -2.0167 1.7 -3.1 1.1 0.021
C 3.0999 -0.1529 0.4723 -0.9 -0.3 -2.3 -0.007
N -1.2535 1.9573 -0.2929 -3.1 -3.6 0.5 0.120
N -1.9922 0.0819 1.0897 -1.0 5.1 -1.2 0.092
N 1.6897 0.2229 0.3855 -2.2 1.9 1.3 -0.236
H -0.7921 3.9020 -0.4557 0.2 -0.6 -0.6 0.112
H 0.3381 -1.4952 1.0164 -2.1 -0.7 -0.8 0.152
H -0.6460 -2.5033 -0.1941 0.1 -1.3 -0.1 0.114
H -2.8963 -1.8525 0.7411 1.6 1.1 0.0 0.158
H -1.8553 -1.6920 2.1903 0.0 0.7 -1.4 0.151
H 1.3593 -1.0441 -1.0134 1.1 -1.9 -1.9 0.107
H 1.1031 0.6651 -1.6197 0.2 -0.3 -0.2 0.150
H 0.4902 2.8604 0.3522 -0.3 -0.5 0.0 0.079
H 1.7277 0.9975 2.1208 0.1 0.5 0.6 0.053
H -1.4478 0.2643 -2.3006 -0.9 2.3 -1.6 0.045
H -2.1434 -1.3043 -1.8341 0.8 0.4 -0.6 0.116
H -0.4490 -1.1725 -2.7161 -1.6 0.5 0.8 0.134
H 3.6775 0.6403 0.8265 0.8 1.3 0.5 0.081
H 3.3465 -1.0245 1.0113 -0.3 -1.2 0.9 0.090
H 3.3310 -0.3571 -0.5675 0.8 0.0 -0.1 0.097
H -2.6218 0.7028 1.6467 0.7 -1.2 -0.5 0.203
```
Forces are in eV/Å.

Values from the calculation:
Relative energy (zero: lowest compared OMol25 entry of this formula, charge and spin) = 5.5186 eV
Total charge = +1
Electronic energy = -14052.5853 eV
Kohn-Sham gap = 9.07 eV
LUMO = -3.309 eV

***

# 5
Formula: C30H29BrKN2SSb
Source: the Open Molecules 2025 dataset
Level of theory: wB97M-V/def2-TZVPD

Structure (XYZ):
```
65
Properties=species:S:1:pos:R:3:forces:R:3:lowdin_charge:R:1
K 1.0991 0.5794 -3.3339 0.1 0.0 -0.1 0.595
C 3.0971 1.6374 2.1335 0.0 0.0 0.0 -0.030
C 2.8923 0.5158 1.1596 0.0 0.0 0.0 -0.230
C 3.5723 -0.6917 1.2663 0.0 0.0 -0.1 -0.012
C 3.3901 -1.6876 0.3169 0.0 0.0 0.1 -0.108
C 2.4886 -1.4250 -0.6956 0.1 0.0 0.1 -0.764
Br 2.1839 -2.7510 -2.0296 0.0 0.0 -0.1 0.783
N 1.8077 -0.3085 -0.8131 0.0 0.1 -0.2 -0.004
C 2.0285 0.6625 0.0783 0.0 0.0 0.1 -0.091
H 3.3577 1.2550 3.1209 0.0 0.0 0.0 0.080
H 2.2006 2.2508 2.2135 0.0 0.0 0.0 0.075
H 3.8990 2.2910 1.7877 0.0 0.0 0.0 0.075
H 4.2617 -0.8554 2.0867 0.0 0.0 0.0 0.121
H 3.9191 -2.6280 0.3618 0.0 0.0 0.0 0.104
H 1.5064 1.6001 -0.0811 0.0 0.0 0.0 0.099
S -1.8315 -0.4474 -2.9659 0.0 -0.1 0.1 -0.053
Sb -1.9098 -1.0448 -0.7905 -0.1 0.0 0.0 1.221
C -1.4450 0.5114 0.5408 -0.1 0.0 0.2 -0.349
C -1.1463 1.7791 0.0658 0.1 0.0 -0.1 -0.123
C -0.8903 2.8100 0.9613 0.0 0.0 0.0 -0.065
C -0.9362 2.5724 2.3260 0.0 0.0 0.0 -0.074
C -1.2453 1.3057 2.8042 0.0 0.0 0.0 -0.078
C -1.5082 0.2772 1.9143 0.0 -0.1 0.0 -0.130
C -0.8486 -2.7308 -0.0958 0.0 0.0 0.0 -0.373
C 0.0787 -2.6343 0.9338 0.0 0.0 0.0 -0.147
C 0.7118 -3.7786 1.4020 0.0 0.0 0.0 -0.082
C 0.4231 -5.0129 0.8403 0.0 0.0 0.0 -0.078
C -0.5023 -5.1097 -0.1914 0.0 0.0 0.0 -0.082
C -1.1407 -3.9715 -0.6562 0.0 0.0 0.0 -0.134
C -3.8889 -1.6102 -0.3209 0.0 0.0 0.0 -0.349
C -4.9291 -1.1325 -1.1087 0.0 0.0 0.0 -0.128
C -6.2396 -1.4652 -0.7966 0.0 0.0 0.0 -0.079
C -6.5100 -2.2747 0.2978 0.0 0.0 0.0 -0.082
C -5.4703 -2.7589 1.0803 0.0 0.0 0.0 -0.083
C -4.1591 -2.4284 0.7711 0.1 0.0 0.0 -0.122
H -1.0843 1.9732 -0.9987 -0.1 0.0 0.0 0.069
H -0.6270 3.7864 0.5811 0.0 0.0 0.0 0.097
H -0.7290 3.3766 3.0205 0.0 0.0 0.0 0.108
H -1.2878 1.1196 3.8698 0.0 0.0 0.0 0.105
H -1.7643 -0.7044 2.2981 0.0 0.0 0.0 0.097
H 0.3311 -1.6699 1.3603 0.0 0.0 0.0 0.092
H 1.4390 -3.7008 2.2003 0.0 0.0 0.0 0.109
H 0.9216 -5.9019 1.2043 0.0 0.0 0.0 0.106
H -0.7247 -6.0714 -0.6350 0.0 0.0 0.0 0.107
H -1.8598 -4.0525 -1.4640 0.0 0.0 0.0 0.109
H -4.7092 -0.5127 -1.9709 0.0 0.0 0.0 0.076
H -7.0504 -1.0949 -1.4105 0.0 0.0 0.0 0.106
H -7.5326 -2.5341 0.5394 0.0 0.0 0.0 0.104
H -5.6803 -3.3972 1.9288 0.0 0.0 0.0 0.104
H -3.3502 -2.8246 1.3760 0.0 0.0 0.0 0.097
C 4.5918 2.0076 -1.7482 0.0 0.0 0.0 -0.057
C 3.3544 2.8387 -1.5937 0.0 0.0 -0.1 -0.448
C 3.0768 3.7726 -0.6046 0.0 0.0 0.0 -0.119
C 1.7733 4.2557 -0.8788 0.0 0.0 -0.1 -0.117
C 1.3522 3.5862 -2.0211 0.1 0.0 0.0 -0.449
C 0.0637 3.7712 -2.7671 0.0 0.0 0.0 -0.076
N 2.3137 2.7212 -2.4662 -0.1 0.0 0.2 -0.044
H 5.1532 1.9847 -0.8109 0.0 0.0 0.0 0.066
H 5.2611 2.3843 -2.5267 0.0 0.0 0.0 0.066
H 4.3466 0.9718 -2.0097 0.0 0.0 0.0 0.056
H 3.7378 4.0907 0.1896 0.0 0.0 0.0 0.082
H 1.2359 5.0314 -0.3497 0.0 0.0 0.0 0.080
H -0.5563 4.5193 -2.2697 0.0 0.0 0.0 0.074
H -0.5456 2.8579 -2.8351 0.0 0.0 0.0 0.024
H 0.2329 4.1149 -3.7915 0.0 0.0 0.0 0.072
```
Forces are in eV/Å.

Values from the calculation:
Relative energy (zero: lowest compared OMol25 entry of this formula, charge and spin) = 0.0000 eV
Total charge = 0
Electronic energy = -138301.7322 eV
Kohn-Sham gap = 6.27 eV
LUMO = 0.167 eV

***

# 6
Formula: C4H4O5Ru
Source: the Open Molecules 2025 dataset
Level of theory: wB97M-V/def2-TZVPD

Structure (XYZ):
```
14
Properties=species:S:1:pos:R:3:forces:R:3:lowdin_charge:R:1
O 1.1003 0.1181 0.4679 -0.4 -0.6 0.9 -0.184
C 2.1604 0.7084 -0.2451 4.1 -2.8 -1.8 -0.694
O 3.0740 0.0346 -0.6639 -1.9 1.2 0.9 0.196
O 1.9096 1.9517 -0.3573 -0.9 1.4 0.0 -0.069
C 0.5225 -1.1281 0.0579 -0.2 -0.9 -0.5 -0.111
H 0.7232 -1.2840 -1.0107 0.1 0.1 0.3 0.157
H 0.9631 -1.9478 0.6398 -0.1 0.3 -0.2 0.159
C -0.9731 -1.0214 0.3211 0.6 -0.7 0.8 -0.199
H -1.1371 -0.9080 1.4070 -0.2 0.0 -0.3 0.149
H -1.4356 -1.9698 0.0094 -0.2 0.3 0.1 0.162
O -3.1196 2.0224 -0.5286 3.4 -2.2 2.8 0.168
O -1.5673 0.0217 -0.4177 0.2 0.2 -0.4 -0.131
C -2.2119 1.5656 0.0714 -3.2 2.6 -2.9 -0.143
Ru -0.0085 1.8367 0.2489 -1.4 1.3 0.4 1.541
```
Forces are in eV/Å.

Values from the calculation:
Relative energy (zero: lowest compared OMol25 entry of this formula, charge and spin) = 0.5784 eV
Total charge = +1
⟨S²⟩ = 8.772
2S+1 = 6
Electronic energy = -17018.7794 eV
Kohn-Sham gap (alpha / beta) = 9.51 / 6.86 eV
LUMO (alpha / beta) = -5.174 / -8.534 eV